Record 1
4 unconnected molecules or ions with the total composition C23H25NO8. Source: OMol25; level of theory: ωB97M-V with the def2-TZVPD basis set.

Geometry as XYZ:
```
57
Properties=species:S:1:pos:R:3:nbo_charge:R:1
O -5.47496 -1.16421 1.72779 -0.486
C -4.67870 -1.46217 0.87874 0.486
C -4.55542 -2.84242 0.35345 -0.224
C -4.13621 -3.02744 -0.89048 -0.243
C -3.84590 -1.83968 -1.73023 0.515
O -4.08493 -1.84462 -2.91001 -0.508
C -3.34439 -0.64397 -0.99302 -0.113
C -2.43766 0.34318 -1.60906 0.232
C -1.52227 -0.02151 -2.58517 -0.245
C -0.63912 0.91237 -3.11559 -0.166
C -0.70502 2.21206 -2.63044 -0.218
C -1.64538 2.47593 -1.64606 0.058
N -2.50839 1.60796 -1.14059 -0.442
C -3.76815 -0.47679 0.26283 -0.213
H -4.82153 -3.64935 1.01817 0.234
H -4.03362 -4.01675 -1.30731 0.232
H -1.49047 -1.04428 -2.92494 0.210
H 0.07308 0.63096 -3.87481 0.217
H -0.03819 2.97526 -2.98783 0.229
H -1.68746 3.48558 -1.25625 0.193
H -3.46822 0.39758 0.81784 0.249
O 0.95381 2.64428 -0.29058 -0.586
C 1.01101 2.80781 0.89498 0.798
O 1.53949 3.91880 1.45240 -0.493
C 1.56150 3.78839 2.88973 -0.072
C 0.50048 2.74904 3.21460 -0.430
C 0.55751 1.85193 1.98019 -0.531
H 2.55515 3.46138 3.18991 0.188
H 1.35858 4.76000 3.33380 0.194
H 0.68963 2.23108 4.15184 0.237
H -0.47901 3.22620 3.27925 0.207
H 1.30691 1.06529 2.08036 0.245
H -0.40351 1.41442 1.72223 0.241
O -1.49354 -6.72273 -2.64795 -0.561
C -1.67168 -5.80339 -3.38982 0.787
O -0.92363 -4.67375 -3.34638 -0.493
C -1.43330 -3.70465 -4.28069 -0.076
C -2.21027 -4.50930 -5.31297 -0.428
C -2.72869 -5.67393 -4.47186 -0.529
H -2.07763 -3.01061 -3.74426 0.187
H -0.59738 -3.15611 -4.71000 0.195
H -2.99032 -3.93093 -5.80328 0.229
H -1.53031 -4.88137 -6.08082 0.209
H -3.68143 -5.44002 -3.99430 0.237
H -2.81701 -6.60109 -5.03012 0.243
O 3.58743 1.54415 4.39349 -0.577
C 4.64166 2.11036 4.37980 0.794
O 4.83542 3.29553 5.00127 -0.490
C 6.15966 3.79122 4.72976 -0.072
C 6.97388 2.56222 4.34561 -0.429
C 5.91646 1.68281 3.67933 -0.529
H 6.09368 4.51683 3.91663 0.181
H 6.53297 4.29189 5.61926 0.201
H 7.82568 2.79654 3.71096 0.226
H 7.34780 2.07074 5.24453 0.213
H 5.81156 1.89886 2.61501 0.240
H 6.09035 0.62041 3.82107 0.246
```

M (g mol⁻¹): 443.5
Electronic energy (eV): -42126.1160
HOMO level (eV): -9.11
E_LUMO (eV): -1.09
Energy above the lowest of the compared OMol25 structures with the same formula, charge and spin (kcal per mole): 0.0
Orbital gap (eV): 8.02
Structure (SMILES): O=C1C=CC(=O)C(c2ccccn2)=C1.O=C1CCCO1.O=C1CCCO1.O=C1CCCO1
Max |F| (eV/Å): 1.04

***

Record 2
A molecular structure, C23H26AuN3O2S. Source: OMol25; level of theory: ωB97M-V with the def2-TZVPD basis set.

Geometry as XYZ:
```
56
Properties=species:S:1:pos:R:3:nbo_charge:R:1
Au 1.97922 -2.16934 -1.01205 0.568
C 2.36239 3.93866 0.71809 -0.613
C 2.52611 3.60428 2.19926 -0.398
C 1.62115 2.46110 2.64229 -0.229
N 2.06377 1.21776 2.01624 -0.583
C 1.47329 0.01460 2.02141 0.342
S 2.41906 -1.35683 1.80799 -0.326
N 0.14534 -0.09280 2.32329 -0.667
C -0.95494 0.76772 2.11436 0.671
O -1.90537 0.66850 2.85067 -0.537
C -0.93206 1.72165 0.97346 -0.114
C -0.20528 1.50169 -0.19215 -0.201
C -0.29695 2.40229 -1.24192 -0.202
C -1.12095 3.51218 -1.14344 -0.187
C -1.86470 3.72625 0.01048 -0.222
C -1.77366 2.83181 1.05989 -0.180
H 3.09536 4.68455 0.41022 0.215
H 1.36543 4.33585 0.52130 0.213
H 2.49657 3.05024 0.10013 0.210
H 2.29034 4.47992 2.80526 0.217
H 3.56686 3.33655 2.40869 0.195
H 0.59558 2.68086 2.35780 0.216
H 1.65416 2.35494 3.73200 0.201
H 3.05820 1.14909 1.86708 0.413
H -0.14037 -0.99169 2.69794 0.452
H 0.40153 0.61230 -0.30746 0.233
H 0.26492 2.22458 -2.14789 0.224
H -1.19705 4.20315 -1.97332 0.219
H -2.52421 4.58089 0.08450 0.220
H -2.35020 2.96990 1.96560 0.235
O 4.18335 -1.86850 -0.89795 -0.933
H 4.29328 -1.71768 0.05549 0.517
H 4.67535 -2.66145 -1.13981 0.504
C -1.99952 -3.62072 2.29462 -0.273
C -2.63066 -2.77172 1.39619 -0.216
C -2.01517 -2.39903 0.21271 -0.238
C -0.73611 -2.87458 -0.11483 0.146
C -0.11771 -3.73710 0.80209 -0.259
C -0.73260 -4.10119 1.98554 -0.196
N -0.02984 -2.45227 -1.24019 -0.736
C -0.66090 -2.13190 -2.43300 0.267
C -0.00508 -1.34800 -3.39500 -0.301
C -0.61341 -0.99794 -4.58672 -0.196
C -1.89702 -1.43506 -4.87927 -0.276
C -2.53356 -2.27337 -3.97426 -0.179
C -1.92822 -2.62963 -2.78268 -0.314
H -2.48653 -3.91133 3.21635 0.211
H -3.60616 -2.36642 1.63280 0.213
H -2.51640 -1.70911 -0.45395 0.215
H 0.86910 -4.11686 0.56411 0.210
H -0.22290 -4.76526 2.67262 0.209
H 1.01058 -1.02564 -3.18598 0.201
H -0.08060 -0.37841 -5.29883 0.205
H -2.38649 -1.14364 -5.79935 0.207
H -3.51734 -2.66491 -4.20375 0.206
H -2.42894 -3.31895 -2.11674 0.219
```

M (g mol⁻¹): 605.5
Electronic energy (eV): -47366.2606
HOMO level (eV): -6.51
E_LUMO (eV): -0.19
Energy above the lowest of the compared OMol25 structures with the same formula, charge and spin (kcal per mole): 9.2
Orbital gap (eV): 6.32
Max |F| (eV/Å): 0.61

***

Record 3
A molecular structure, C23H26BrMnN4O2S. Source: OMol25; level of theory: ωB97M-V with the def2-TZVPD basis set.

Geometry as XYZ:
```
58
Properties=species:S:1:pos:R:3:lowdin_spin:R:1
Mn 2.32891 0.01311 1.62183 4.094
Br -0.06446 1.29426 0.33561 0.068
C 0.31508 2.53603 1.77220 0.187
C -0.48531 3.62554 1.71905 0.136
C -0.59644 4.53062 2.83531 0.072
C 0.00206 4.20779 4.00789 0.161
C 0.80436 3.06533 4.11371 0.005
C 1.38287 2.79542 5.36849 0.146
C 2.22998 1.69299 5.58900 0.039
C 2.50743 0.92303 4.47862 0.074
C 1.95954 1.15450 3.20283 -0.141
C 0.99597 2.16297 3.00169 0.008
H -1.01224 3.83604 0.74988 0.014
H -1.14603 5.52187 2.73117 0.003
H -0.07222 4.82490 4.87165 0.009
H 1.19405 3.47239 6.19450 0.007
H 2.69064 1.51271 6.54251 -0.001
H 3.26612 0.14829 4.53175 0.002
N 3.46111 1.71919 0.67505 0.018
C 4.99368 1.46619 0.72302 0.003
C 5.30510 0.02701 1.31824 0.009
O 6.43553 -0.40024 1.37797 0.009
O 4.23810 -0.59133 1.86040 0.058
H 3.16654 1.65113 -0.32915 0.002
H 3.27699 2.73032 0.88485 0.004
H 5.52464 2.20989 1.29262 0.000
H 5.32959 1.43853 -0.32371 0.000
S 0.38881 -1.71333 1.91705 -0.022
C 1.16029 -2.12443 0.42284 0.008
C 0.62119 -2.98306 -0.52628 -0.001
C 1.24362 -3.18283 -1.76296 0.005
C 2.46573 -2.47712 -2.03819 0.001
C 2.92243 -1.61061 -1.06393 0.006
N 2.20574 -1.34082 0.01866 0.013
H -0.30693 -3.50690 -0.26270 0.000
H 0.77447 -3.86252 -2.43754 0.000
H 3.05166 -2.67196 -2.94782 0.000
H 3.82277 -0.97073 -1.20718 0.000
C -2.81755 -2.71431 -2.71600 0.000
C -4.20375 -3.07564 -3.33664 0.000
N -4.99305 -1.84846 -3.77634 0.000
C -5.17251 -1.13424 -2.43805 0.000
C -3.85862 -0.85307 -1.62536 0.001
N -2.66292 -1.26741 -2.40228 0.000
C -2.72686 -0.56431 -3.71624 0.000
C -4.01222 -1.00036 -4.53780 0.000
H -2.02946 -3.01244 -3.40659 0.000
H -2.75776 -3.28887 -1.75974 0.000
H -4.88996 -3.62383 -2.60775 0.000
H -4.17664 -3.73692 -4.21687 0.000
H -5.91291 -1.76387 -1.84925 0.000
H -5.69963 -0.19100 -2.65619 0.000
H -3.91801 -1.43688 -0.66578 0.000
H -3.65397 0.24684 -1.52234 0.001
H -1.83365 -0.85978 -4.27282 0.000
H -2.74500 0.53714 -3.49788 0.000
H -3.73978 -1.46042 -5.47756 0.000
H -4.57715 -0.07633 -4.77746 0.000
```

M (g mol⁻¹): 557.4
Electronic energy (eV): -146525.5750
Charge: -1
HOMO level (alpha / beta) (eV): -0.90 / -4.23
E_LUMO (alpha / beta) (eV): 2.28 / 2.39
Energy above the lowest of the compared OMol25 structures with the same formula, charge and spin (kcal per mole): 28.5
Orbital gap (alpha / beta) (eV): 3.18 / 6.63
2S+1: 6
Max |F| (eV/Å): 4.12